The following is a DFT calculation (wB97M-V/def2-TZVPD) of 2 unconnected molecules or ions with the total composition C2HCl2FS.

Geometry (Å):
S1 -4.163 0.501 -0.470
Cl1 0.728 1.868 1.612
C1 -0.237 0.808 0.604
F1 -3.256 -1.630 0.653
H1 0.067 -0.270 0.795
Cl2 -0.794 1.438 -0.887
C2 -3.287 -0.299 0.621

HOMO (spin up / spin down): -9.535 / -8.692 eV
Kohn-Sham gap (spin up / spin down): 8.791 / 6.839 eV
Relative energy (zero: lowest compared OMol25 entry of this formula, charge and spin): 91.7 kcal per mole
2S+1: 1

---

The following is a DFT calculation (wB97M-V/def2-TZVPD) of 2 unconnected molecules or ions with the total composition C3H7O3.

Geometry (Å):
C1 0.333 -0.178 1.431
O1 0.601 0.215 -3.138
H1 0.521 -0.011 -1.047
H2 -0.516 0.802 3.187
O2 1.199 0.603 0.960
H3 -0.885 -0.559 -1.934
H4 1.329 0.805 -2.889
H5 -1.115 1.437 1.733
H6 -1.720 -0.155 2.180
C2 -0.836 0.484 2.202
C3 0.206 -0.518 -1.962
H7 0.649 -1.512 -1.973
O3 0.233 -1.412 1.251

HOMO: -4.101 eV
Kohn-Sham gap: 8.034 eV
Relative energy (zero: lowest compared OMol25 entry of this formula, charge and spin): 24.3 kcal per mole
2S+1: 1
Charge: -1

---

The following is a DFT calculation (wB97M-V/def2-TZVPD) of C4H8O2 in the gas phase.

Geometry (Å):
H1 2.391 -0.771 -0.038
H2 0.212 -1.251 1.010
O1 -0.840 1.401 -0.558
O2 -1.281 -1.110 -0.942
C1 0.532 -0.161 0.870
H3 1.209 -0.196 -1.226
H4 0.029 1.668 -0.883
H5 -1.357 -0.252 -1.401
H6 -1.196 1.174 1.463
H7 -1.607 -1.300 1.097
C2 -0.713 0.651 0.642
H8 2.074 0.944 -0.165
C3 -1.043 -0.752 0.339
C4 1.591 -0.045 -0.207

HOMO: -7.917 eV
Kohn-Sham gap: 8.642 eV
Relative energy (zero: lowest compared OMol25 entry of this formula, charge and spin): 100.2 kcal per mole
Structure (SMILES): C[C@H]1[C@@H](O)[C@H]1O
2S+1: 1

---

The following is a DFT calculation (wB97M-V/def2-TZVPD) of 2 unconnected molecules or ions with the total composition C5H14.

Geometry (Å):
H1 -0.438 -1.541 -0.220
C1 -2.884 0.539 1.060
C2 2.578 0.094 -1.732
H2 2.662 -0.588 0.414
H3 3.421 -0.620 -1.828
H4 3.325 1.145 0.041
H5 -2.363 -1.348 1.644
H6 1.696 -0.349 -2.179
H7 -0.124 0.057 -0.253
H8 1.711 0.960 0.249
C3 -1.015 -0.627 -0.152
C4 -1.772 -0.502 1.235
H9 -3.744 -0.048 0.745
H10 -3.120 0.982 2.125
H11 -2.514 1.261 0.428
H12 2.790 0.867 -2.434
H13 -1.047 -0.215 1.928
C5 2.569 0.358 -0.181
H14 -1.731 -0.424 -0.889

HOMO (spin up / spin down): -15.011 / -14.836 eV
Kohn-Sham gap (spin up / spin down): 11.953 / 3.903 eV
Relative energy (zero: lowest compared OMol25 entry of this formula, charge and spin): 30.0 kcal per mole
2S+1: 2
Charge: +1

---

The following is a DFT calculation (wB97M-V/def2-TZVPD) of 2 unconnected molecules or ions with the total composition C11H24FN2O3.

Geometry (Å):
H1 -1.014 -0.121 -5.667
H2 -1.950 0.514 3.627
C1 -1.536 -0.231 2.955
N1 -1.337 -1.438 3.722
H3 2.691 -0.929 1.288
C2 1.951 -0.131 1.282
H4 -1.668 1.175 -2.543
O1 -1.124 -1.599 -4.204
H5 1.318 2.528 4.402
O2 0.342 0.987 -0.114
C3 -0.712 0.620 0.732
H6 1.379 -1.962 -5.104
C4 -0.921 0.594 -3.078
H7 -1.467 1.400 0.691
H8 -0.729 1.079 -4.030
H9 -0.733 -1.358 4.525
C5 -1.408 -0.834 -3.143
H10 -0.848 -1.788 -6.177
H11 -0.882 2.252 3.080
H12 2.394 0.787 1.650
C6 1.360 0.020 -0.102
C7 0.956 -0.985 -5.334
H13 0.962 -0.950 -0.434
H14 -0.006 0.596 -2.492
H15 2.128 0.326 -0.806
H16 1.519 0.802 4.285
C8 0.779 1.597 4.240
H17 1.164 -0.731 3.143
H18 1.279 -0.285 -4.562
O3 -1.978 -1.330 -2.205
H19 0.067 1.498 5.054
C9 0.053 1.724 2.909
N2 0.832 -0.547 2.198
H20 -1.158 -0.316 0.368
C10 -0.316 0.411 2.205
H21 -1.179 -2.286 3.201
H22 1.360 -0.648 -6.288
C11 -0.553 -1.076 -5.411
H23 -2.303 -0.443 2.212
F1 0.804 2.522 2.066
H24 0.482 -1.444 1.855

HOMO: -12.633 eV
Kohn-Sham gap: 9.555 eV
Relative energy (zero: lowest compared OMol25 entry of this formula, charge and spin): 0.0 kcal per mole
2S+1: 1
Charge: +1

---

The following is a DFT calculation (wB97M-V/def2-TZVPD) of a molecular structure, C25H44AlBeClF11GaMgNO11S.

Geometry (Å):
H1 5.454 5.054 -3.207
H2 2.729 -3.842 3.724
H3 0.007 -3.558 3.436
H4 -2.655 -3.511 6.199
H5 -1.542 -5.705 3.345
Mg1 -6.502 -1.112 1.899
C1 0.131 0.887 2.586
O1 2.459 5.665 -1.969
F1 1.349 -1.368 -3.215
O2 -0.132 -4.012 -3.612
H6 2.789 5.514 -5.817
H7 -5.126 -2.457 2.345
F2 -1.274 0.360 0.748
H8 -4.204 -1.599 3.596
C2 -6.586 -2.579 4.549
C3 -0.475 -4.084 4.278
H9 -1.955 -1.908 6.649
Ga1 -2.822 -3.653 2.476
F3 -1.328 0.559 5.692
C4 1.911 2.497 -1.671
H10 0.298 7.985 -7.666
H11 2.786 -4.323 5.165
H12 -4.718 -3.420 5.267
H13 -0.970 7.846 -4.801
H14 4.550 6.549 -3.431
H15 -2.435 -2.211 4.936
H16 -3.414 -4.705 1.285
H17 3.580 2.982 0.400
H18 1.201 7.679 -6.235
S1 -0.046 -3.458 -2.281
C5 -2.023 -2.667 5.852
O3 1.114 -3.913 -1.544
C6 -4.446 -2.620 3.206
H19 4.038 1.389 -3.782
C7 -5.271 -3.359 4.315
C8 0.407 -1.972 5.550
F4 -0.278 1.814 3.609
C9 -1.257 -1.213 2.573
C10 -0.936 8.376 -5.769
C11 0.223 -1.639 -2.524
F5 -0.786 -1.051 -3.201
N1 2.724 4.578 -2.555
O4 -0.140 6.262 -6.732
O5 1.429 -6.296 -4.924
O6 2.165 -4.069 4.473
O7 0.867 -8.563 -5.110
H20 4.204 4.550 -0.099
F6 1.465 0.766 2.251
H21 0.182 -4.933 4.520
H22 -0.469 -1.507 3.288
O8 -0.547 -6.906 -6.084
H23 -2.463 -5.081 4.710
C12 -0.806 0.048 1.925
H24 5.100 5.635 -4.827
H25 5.452 2.390 -3.952
C13 0.224 7.458 -6.699
Al1 0.530 3.023 2.147
F7 0.330 -0.967 -1.347
H26 2.102 1.630 -1.034
H27 2.629 2.916 -4.694
C14 3.373 4.760 -3.863
H28 1.005 2.985 -1.304
H29 2.483 4.341 0.255
H30 0.922 -1.941 4.569
C15 4.373 2.742 -2.130
C16 4.411 2.402 -3.622
C17 -1.842 -4.761 3.853
C18 -1.485 -2.390 1.558
C19 2.405 5.501 -4.796
H31 1.126 -1.959 6.389
F8 -8.218 -1.752 5.974
H32 5.250 3.352 -1.894
O9 -0.405 -7.149 -3.727
H33 1.700 2.126 -2.674
C20 3.601 3.374 -4.488
H34 -2.148 -0.963 3.206
H35 -0.209 -1.041 5.604
C21 3.107 3.475 -1.653
Cl1 0.368 -7.234 -4.926
H36 -0.532 -2.902 1.336
O10 -1.283 -3.562 -1.524
H37 -1.956 -2.015 0.632
F9 -3.427 -6.614 1.780
C22 4.693 5.539 -3.819
F10 -7.488 -2.326 3.490
F11 -6.144 -1.954 6.713
O11 -0.565 9.564 -5.780
C23 -6.973 -2.106 5.712
C24 3.356 3.869 -0.196
H38 1.431 5.010 -4.819
C25 -0.576 -3.208 5.573
H39 4.505 1.822 -1.555
H40 4.081 3.474 -5.463
H41 2.252 6.538 -4.490
Be1 -2.209 -7.187 -5.933
H42 -1.906 8.125 -6.233
H43 -0.271 -3.843 6.430
H44 -5.565 -4.349 3.923

HOMO: -3.626 eV
Kohn-Sham gap: 1.050 eV
Relative energy (zero: lowest compared OMol25 entry of this formula, charge and spin): 38.4 kcal per mole
2S+1: 1
Charge: -1

---

The following is a DFT calculation (wB97M-V/def2-TZVPD) of a molecular structure, C3H4O4Tm.

Geometry (Å):
C1 -1.377 -0.637 -0.250
Tm1 -3.513 -3.447 0.275
H1 0.128 2.032 -0.989
O1 -1.329 0.678 -0.276
H2 1.633 -0.323 -1.183
H3 2.843 0.750 1.120
H4 1.419 1.559 1.232
O2 -0.166 -1.143 -0.377
C2 -0.016 1.052 -0.545
O3 2.056 0.847 1.663
O4 -2.391 -1.276 -0.024
C3 0.713 -0.092 -0.647

HOMO (spin up / spin down): -16.180 / -16.179 eV
Kohn-Sham gap (spin up / spin down): 5.960 / 4.075 eV
Relative energy (zero: lowest compared OMol25 entry of this formula, charge and spin): 0.0 kcal per mole
2S+1: 4
Charge: +2

---

The following is a DFT calculation (wB97M-V/def2-TZVPD) of Cl2H2NPS in the gas phase.

Geometry (Å):
H1 0.643 -0.773 1.966
S1 0.533 0.875 -1.736
H2 1.926 0.883 -1.258
Cl1 -1.912 1.091 0.795
P1 -0.349 0.001 -0.001
N1 0.731 -0.518 1.039
Cl2 -1.571 -1.558 -0.805

HOMO: -9.892 eV
Kohn-Sham gap: 9.274 eV
Relative energy (zero: lowest compared OMol25 entry of this formula, charge and spin): 28.4 kcal per mole
Structure (SMILES): N=P(S)(Cl)Cl
2S+1: 1

---

The following is a DFT calculation (wB97M-V/def2-TZVPD) of a molecular structure, C18H44CeClNO3P2.

Geometry (Å):
C1 -2.641 -5.086 -1.133
C2 2.155 3.765 -1.229
C3 -2.224 -3.609 -1.133
C4 -1.276 -4.167 2.092
H1 3.453 2.035 -1.337
C5 -1.194 5.891 -1.402
C6 -0.992 4.127 1.901
H2 2.493 -3.456 -1.089
H3 1.523 -1.473 0.716
C7 0.358 4.525 1.267
C8 1.503 4.101 2.202
H4 2.428 5.740 -2.093
H5 -3.755 -3.192 0.391
O1 0.358 -0.160 2.772
H6 3.763 3.072 0.080
H7 -0.055 -4.012 -2.737
C9 -1.925 3.464 -1.575
H8 -2.469 3.536 -0.626
C10 2.885 5.110 -1.318
H9 -2.294 -4.332 1.722
H10 2.348 1.966 0.034
H11 1.987 -4.435 0.862
C11 -0.738 4.439 -1.603
H12 3.919 4.925 -1.627
H13 1.445 3.019 2.403
C12 0.831 -5.619 -1.606
H14 -1.980 6.122 -2.134
H15 -0.071 -6.235 -1.654
C13 -0.218 -4.451 1.025
H16 -0.235 4.363 -2.587
Ce1 -0.228 -0.930 0.918
C14 0.546 -4.130 -1.818
H17 1.366 -3.373 2.141
H18 -2.618 3.700 -2.393
H19 1.328 -5.799 -0.644
O2 0.925 -0.325 5.001
H20 -2.858 -1.721 -0.116
H21 1.507 -5.946 -2.406
H22 -0.374 6.598 -1.577
H23 1.683 -2.274 -2.154
H24 -1.591 2.427 -1.685
Cl1 0.207 0.430 -1.264
H25 2.911 5.657 -0.368
H26 -2.132 -5.643 -1.931
H27 1.387 4.618 3.164
H28 1.946 3.440 -2.265
H29 -2.427 -5.587 -0.179
H30 -1.858 4.475 1.323
H31 -4.042 -2.448 -1.194
C15 1.857 -3.344 -1.979
O3 -0.530 1.208 4.389
H32 -1.618 6.066 -0.404
H33 2.404 -3.758 -2.836
H34 0.402 5.607 1.052
H35 -1.227 -3.141 2.509
H36 -1.109 -4.847 2.939
C16 2.978 2.645 -0.558
P1 -0.497 -3.388 -0.501
H37 -1.059 3.032 2.012
H38 -2.145 -3.271 -2.181
C17 -3.262 -2.691 -0.456
H39 -0.356 -5.476 0.649
H40 -1.062 4.564 2.907
P2 0.516 3.833 -0.436
H41 -1.892 -0.232 1.091
C18 1.196 -4.326 1.613
H42 1.323 -5.118 2.367
H43 2.494 4.350 1.802
N1 0.245 0.290 4.211
H44 -3.719 -5.146 -1.328

HOMO (spin up / spin down): -2.738 / -2.744 eV
Kohn-Sham gap (spin up / spin down): 5.310 / 5.316 eV
Relative energy (zero: lowest compared OMol25 entry of this formula, charge and spin): 58.1 kcal per mole
2S+1: 2
Charge: -1

---

The following is a DFT calculation (wB97M-V/def2-TZVPD) of C7H19NOSi in the gas phase.

Geometry (Å):
H1 -2.461 -3.388 1.055
H2 -1.253 0.231 1.737
H3 -4.322 -1.930 0.359
H4 1.783 -1.110 2.165
H5 0.521 2.410 -2.386
H6 0.315 0.148 -2.026
H7 2.721 -1.250 0.712
Si1 0.834 0.287 0.319
H8 -0.395 -2.092 1.761
H9 -2.791 -1.975 2.031
C1 -0.995 -1.807 0.906
H10 -3.257 -2.339 -0.849
H11 2.006 3.612 0.017
C2 -0.892 -0.268 0.808
H12 2.836 0.199 1.673
N1 -3.371 -1.843 0.038
H13 -1.597 0.066 0.055
H14 1.086 4.046 -2.170
H15 2.559 2.226 -0.954
C3 -2.411 -2.302 1.062
O1 1.000 1.955 0.454
C4 2.145 -0.546 1.314
H16 -0.224 3.454 -1.179
C5 1.127 -0.251 -1.429
H17 2.096 0.127 -1.762
H18 1.115 -1.323 -1.532
H19 -0.556 -2.262 0.003
C6 1.675 2.736 -0.557
C7 0.707 3.188 -1.625

HOMO: -9.092 eV
Kohn-Sham gap: 10.081 eV
Relative energy (zero: lowest compared OMol25 entry of this formula, charge and spin): 0.0 kcal per mole
Structure (SMILES): CCO[Si](C)(C)CCCN
2S+1: 1

---

The following is a DFT calculation (wB97M-V/def2-TZVPD) of C9H14N2O2S in the gas phase.

Geometry (Å):
H1 0.085 -1.952 0.379
H2 -2.996 2.110 -1.617
H3 -1.564 -1.866 1.011
C1 -2.121 0.546 -0.439
C2 4.577 0.925 1.446
C3 -1.361 -1.365 -1.752
C4 3.243 1.003 1.158
H4 -2.171 -2.033 -1.469
C5 -1.737 -0.606 -2.983
N1 -1.101 -0.499 -0.568
C6 2.213 0.238 1.836
H5 4.870 0.279 2.263
O1 -2.319 0.681 -2.963
H6 5.341 1.424 0.901
H7 -0.995 0.192 2.249
H8 -0.478 -2.001 -1.942
C7 -0.715 -1.242 0.687
H9 0.800 1.036 0.634
C8 -0.177 -0.443 1.882
C9 -2.163 1.423 -1.713
H10 -1.218 1.985 -1.759
H11 -3.075 0.019 -0.298
N2 0.924 0.467 1.484
S1 -1.475 -1.308 -4.526
H12 2.947 1.639 0.372
H13 -1.919 1.158 0.459
H14 0.102 -1.173 2.642
O2 2.484 -0.634 2.628

HOMO: -8.772 eV
Kohn-Sham gap: 8.703 eV
Relative energy (zero: lowest compared OMol25 entry of this formula, charge and spin): 66.2 kcal per mole
Structure (SMILES): C=CC(=O)NCCN1CCOC(=S)C1
2S+1: 1

---

The following is a DFT calculation (wB97M-V/def2-TZVPD) of 2 unconnected molecules or ions with the total composition C16H9N4O4.

Geometry (Å):
O1 3.797 1.203 3.068
C1 2.178 1.970 1.543
C2 -0.453 -2.504 -0.999
H1 -3.197 -4.411 -0.350
H2 -0.322 0.719 -1.974
C3 -1.206 -3.634 -0.660
C4 0.766 2.686 -0.356
O2 4.327 2.760 1.616
C5 1.989 2.708 0.361
H3 2.116 -0.466 -1.762
C6 -0.111 -0.278 -1.590
C7 -2.601 -3.539 -0.626
C8 0.949 -2.278 -1.164
N1 0.919 0.577 3.265
C9 1.038 1.265 2.093
H4 -4.344 -2.291 -0.938
C10 -1.129 -1.246 -1.310
N2 -1.101 0.597 2.135
C11 -0.301 1.884 0.117
O3 -0.400 0.184 3.305
C12 1.155 -0.925 -1.542
C13 0.622 3.483 -1.550
H5 -1.286 1.877 -0.351
H6 2.824 3.293 -0.028
H7 -0.689 -4.569 -0.434
O4 -2.294 0.361 2.003
C14 -2.524 -1.191 -1.309
H8 1.701 -3.051 -1.022
N3 0.507 4.148 -2.507
C15 -3.253 -2.333 -0.957
H9 -3.011 -0.252 -1.578
N4 3.499 1.963 2.128
C16 -0.167 1.289 1.372

HOMO: -3.363 eV
Kohn-Sham gap: 4.055 eV
2S+1: 1
Charge: -1